Record 1
# C32H42CsN5Sb

A molecular structure, C32H42CsN5Sb (the ωB97M-V functional and the def2-TZVPD basis, OMol25).

```
81
Properties=species:S:1:pos:R:3
Cs 1.57694 -0.08275 0.95962
N 1.90692 -1.68368 3.60982
C 1.65398 -1.41533 5.00321
C 0.37239 -0.60021 5.18956
N 0.35683 0.69012 4.51069
C -0.98558 1.27116 4.46757
C -1.45328 1.70261 3.08124
N -1.86282 0.55642 2.27424
C 1.32340 1.61185 5.08947
C 1.58148 2.86792 4.26695
N 2.14042 2.54910 2.95728
H 1.35766 -2.44425 3.23335
H 2.87345 -1.80282 3.32449
H 2.51457 -0.88131 5.40946
H 1.54130 -2.31705 5.62470
H 0.18465 -0.48777 6.27547
H -0.45122 -1.18841 4.77838
H -1.04314 2.13856 5.14138
H -1.70295 0.54267 4.86054
H -0.62095 2.19620 2.57286
H -2.25590 2.44552 3.21002
H -2.11322 0.84777 1.33577
H -2.67493 0.09597 2.66794
H 2.27402 1.08847 5.20250
H 1.00764 1.92322 6.10378
H 2.24039 3.51422 4.86254
H 0.64523 3.41697 4.12887
H 2.86922 1.84698 3.05067
H 2.57766 3.36300 2.54279
C 3.98759 1.02704 -1.19972
C 3.50868 -0.36687 -1.49961
C 2.94299 -0.62938 -2.74243
C 2.54326 -1.90170 -3.14869
C 2.71903 -2.95084 -2.22054
C 3.25311 -2.76262 -0.97111
C 3.32774 -3.88974 0.01205
C 3.71387 -1.43419 -0.48425
N 3.99058 -1.17892 0.75982
H 4.02581 1.61672 -2.12260
H 4.99146 0.99505 -0.76285
H 3.39220 1.62736 -0.49115
H 2.83924 0.20413 -3.44147
H 2.13284 -2.08187 -4.13596
H 2.38619 -3.95342 -2.49304
H 3.08293 -4.84557 -0.46403
H 2.64678 -3.72978 0.85999
H 4.32125 -3.94609 0.46740
C -1.51917 1.53166 -6.59250
C -0.48755 0.72287 -6.13328
C -0.28894 0.55446 -4.77107
C -1.13017 1.18919 -3.85410
C -2.16450 1.99329 -4.32071
C -2.35666 2.16488 -5.68797
Sb -0.72658 0.84275 -1.76885
C -2.69851 1.43846 -1.11919
C -2.89859 2.79322 -0.84271
C -4.11888 3.25635 -0.36910
C -5.15560 2.36175 -0.14651
C -4.96983 1.01083 -0.40338
C -3.74980 0.55241 -0.88666
C -1.10121 -1.25215 -1.94349
C -2.04050 -1.71553 -2.86902
C -2.24966 -3.07354 -3.04955
C -1.50317 -3.99122 -2.32101
C -0.55268 -3.54523 -1.41922
C -0.35860 -2.18275 -1.22727
H -1.67240 1.66219 -7.65697
H 0.16459 0.22215 -6.83827
H 0.50972 -0.09079 -4.41355
H -2.83253 2.48077 -3.62065
H -3.16626 2.79143 -6.04362
H -2.08470 3.49518 -0.99831
H -4.25900 4.31027 -0.16163
H -6.10576 2.71487 0.23550
H -5.77657 0.31118 -0.22058
H -3.60634 -0.50459 -1.07140
H -2.60069 -1.00917 -3.47189
H -2.98054 -3.41593 -3.77249
H -1.64705 -5.05358 -2.47710
H 0.07049 -4.24829 -0.88116
H 0.41792 -1.88193 -0.53926
```

energy above the lowest of the compared OMol25 structures with the same formula, charge and spin = 1.1414 eV
HOMO-LUMO gap = 3.0 eV
charge = -1
HOMO = -1.19 eV

Record 2
# C32H43B11Br6CsIN7O6S4

A molecular structure, C32H43B11Br6CsIN7O6S4 (the ωB97M-V functional and the def2-TZVPD basis, OMol25).

```
111
Properties=species:S:1:pos:R:3
Cs 0.89329 -0.22715 -0.27790
Br 0.38359 2.43358 1.83769
B -0.25949 4.27019 1.97018
B -1.72451 4.55750 2.89723
C -2.37468 5.95375 2.20364
B -1.73175 4.80138 1.16104
B -1.54229 6.52136 0.83737
B -1.42571 7.37006 2.39356
B -1.54575 6.13985 3.70104
B -0.13425 5.09139 3.56357
Br 0.55432 4.15194 5.11082
B 0.03993 6.83117 3.23917
Br 0.97886 7.99194 4.44993
B 0.03339 7.07688 1.45277
Br 0.96755 8.50844 0.52079
B -0.13636 5.47927 0.67988
Br 0.54741 4.98861 -1.09210
B 0.88220 5.61452 2.16702
Br 2.82169 5.36596 2.08361
H -2.35854 3.70228 3.40582
H -3.45286 6.05258 2.15518
H -2.41159 4.08877 0.44930
H -2.10416 7.08088 -0.05957
H -1.93018 8.44762 2.51188
H -2.13333 6.44700 4.71535
O -0.52437 1.44971 -3.81736
C 0.58917 1.88603 -3.60509
O 1.08337 1.99376 -2.32642
C 1.63082 2.35547 -4.58778
C 1.41756 2.54571 -5.94965
C 2.46008 3.09196 -6.66906
C 3.71585 3.40383 -6.07793
C 3.90780 3.15240 -4.73763
C 2.85623 2.61825 -3.96854
S 2.95770 2.37130 -2.30585
H 0.46607 2.26953 -6.35487
H 2.35493 3.24717 -7.73342
H 4.48797 3.83222 -6.68819
H 4.82724 3.36469 -4.24010
O -5.86706 -4.19986 -0.00045
S -4.70033 -3.99040 -0.82977
O -3.70489 -5.02198 -1.00138
N -4.05224 -2.50159 -0.39707
C -4.07400 -1.54114 -1.36015
S -3.56672 0.00407 -1.17511
C -4.66061 -2.04610 -2.59801
C -4.96782 -1.34070 -3.77020
C -5.69740 -2.00060 -4.74016
C -6.07694 -3.34756 -4.56091
C -5.70718 -4.05547 -3.41841
C -5.09382 -3.36745 -2.43159
H -4.63640 -0.32213 -3.83498
H -5.97716 -1.46993 -5.64591
H -6.64180 -3.88645 -5.33411
H -5.88427 -5.11156 -3.32474
C 6.10528 -2.31840 1.84337
C 5.53889 -1.00104 1.37480
C 6.13115 0.27708 1.42095
C 5.17873 1.18521 0.87202
N 4.04186 0.52241 0.52204
N 4.30644 -0.81932 0.82313
C 5.31981 2.66265 0.68485
H 7.14138 -2.31759 1.48494
H 5.60604 -3.21659 1.38636
H 6.09781 -2.37519 2.97218
H 7.14343 0.51790 1.74985
H 3.60055 -1.53609 0.55997
H 6.15475 3.02260 1.33007
H 4.36142 3.19740 0.87938
H 5.60900 2.90521 -0.36888
N -3.99717 -2.19182 2.14216
C -4.38826 -0.82325 2.47100
C -3.11974 0.03493 2.44669
N -3.31407 1.41271 2.18560
H -4.62525 -2.93695 2.45094
H -3.01475 -2.37926 2.37554
H -4.00231 -2.24514 0.73532
H -4.91105 -0.76797 3.45071
H -5.14040 -0.48104 1.74642
H -2.42891 -0.34469 1.66872
H -2.60571 -0.09379 3.41132
H -3.67612 2.00972 2.94159
H -3.77692 1.60013 1.29117
C -0.39552 -3.24624 5.45920
N -0.23428 -2.80283 4.09601
C -0.66678 -3.45353 2.99369
S -0.64702 -2.62255 1.48083
N -1.06053 -4.73685 3.12723
C -1.50234 -5.51367 1.99436
H -0.01684 -2.50671 6.17232
H 0.13961 -4.21232 5.62935
H -1.46971 -3.41937 5.68927
H 0.15836 -1.88460 3.92238
H -1.04442 -5.18655 4.04267
H -0.97709 -5.18735 1.08295
H -2.59175 -5.39089 1.85508
H -1.32001 -6.58004 2.20361
I 4.49760 -8.12521 -4.13421
C 3.78965 -6.47000 -3.27392
C 3.40292 -6.48112 -1.91838
C 3.01967 -5.31743 -1.30577
C 2.87058 -4.17872 -2.11280
C 3.15516 -4.16502 -3.48943
C 3.64521 -5.31157 -4.07216
C 2.38992 -2.86890 -1.53030
O 2.59783 -2.72366 -0.28100
O 1.87164 -2.07872 -2.34752
H 3.52152 -7.37284 -1.31251
H 2.83667 -5.23243 -0.24868
H 2.96588 -3.25234 -4.05863
H 3.96960 -5.30133 -5.10833
```

energy above the lowest of the compared OMol25 structures with the same formula, charge and spin = 0.0000 eV
HOMO-LUMO gap = 7.5 eV
charge = -1
HOMO = -6.47 eV